Computed, not measured: a cluster of 3 separate species, C2H10N3S in total, with ωB97M-V/def2-TZVPD.

The energy relative to the best compared isomer or geometry (same formula, charge and spin) is 234.5 kJ/mol. The net charge is +1.

Last column: natural (NBO) charge in e.
Atoms and positions in Å:
1 C 0.9622 1.5437 -1.1054  -0.633
2 C 0.6849 0.4954 -0.0752  0.524
3 N 0.6219 -0.1551 0.8835  -0.521
4 N -0.9467 -0.4034 -1.5916  -1.076
5 N -0.1414 -1.8185 2.5761  -0.912
6 S -0.4096 2.6158 -1.6614  0.058
7 H 1.1122 0.9219 -1.9170  0.250
8 H 1.7346 2.2304 -0.7219  0.290
9 H 0.6992 -2.3014 2.8930  0.433
10 H -0.0555 -1.2240 1.5846  0.458
11 H -1.4693 -0.0088 -2.4609  0.395
12 H -1.5245 -1.0739 -1.2060  0.375
13 H -0.3574 -1.1822 3.3005  0.432
14 H -0.0446 -0.7599 -1.9322  0.364
15 H -0.8066 -2.5314 2.3438  0.427
16 H -0.0593 3.6513 -0.9099  0.136

Atoms 1-6, force components in eV/Å:
C -1.06 0.64 2.11
C -0.28 1.20 1.63
N 0.18 0.91 -1.99
N 0.44 2.76 -3.64
N 0.44 -1.01 -1.82
S -0.15 -0.35 0.34



Computed, not measured: a cluster of 11 separate species, C53H148Br2N21O10P7 in total, with ωB97M-V/def2-TZVPD.

Its SMILES is CN(C)P(=O)(N(C)C)N(C)C.CN(C)P(=O)(N(C)C)N(C)C.CN(C)P(=O)(N(C)C)N(C)C.CN(C)P(=O)(N(C)C)N(C)C.CN(C)P(=O)(N(C)C)N(C)C.CN(C)P(=O)(N(C)C)N(C)C.CN(C)P(=O)(N(C)C)N(C)C.CC(C)=O.CC(C)=O.CC(C)=O.BrCCBr. The net charge is 0.

Last column: Mulliken charge in e.
Atoms and positions in Å:
1 C 2.4342 -4.8708 2.0800  -1.094
2 N 1.5069 -5.9928 1.7972  0.721
3 C 0.1467 -5.5437 1.4525  -0.716
4 P 1.6130 -7.3757 2.7221  0.405
5 O 1.7413 -7.1049 4.1643  -0.940
6 N 0.2860 -8.3235 2.4203  0.322
7 C 0.1260 -9.0942 1.2005  -0.929
8 C -0.9343 -8.2443 3.2117  -1.221
9 N 2.9815 -8.0861 2.0645  0.413
10 C 3.9402 -8.8243 2.8705  -1.030
11 C 3.4549 -7.7116 0.7990  -1.294
12 H 3.3898 -5.2944 2.2450  0.453
13 H 2.0859 -4.3034 2.9276  0.020
14 H 2.5642 -4.2598 1.1493  0.408
15 H -0.4387 -6.3656 1.0274  0.040
16 H 0.2443 -4.6835 0.7971  0.247
17 H -0.3791 -5.0859 2.3725  0.064
18 H -0.3839 -8.6057 0.3600  0.255
19 H 1.1048 -9.3629 0.7838  0.252
20 H -0.3696 -10.0207 1.3826  0.401
21 H -0.6126 -7.9038 4.1316  0.376
22 H -1.6162 -7.5396 2.8214  0.313
23 H -1.4092 -9.2200 3.2866  0.423
24 H 4.0476 -9.8624 2.5181  0.277
25 H 4.9176 -8.2820 2.7849  0.302
26 H 3.5748 -8.8458 3.9174  0.324
27 H 2.6810 -7.3477 0.1334  0.296
28 H 3.8387 -8.6324 0.3388  0.389
29 H 4.2470 -7.0508 0.8959  0.432
30 C 3.9367 0.9825 -7.6324  -1.029
31 N 2.6927 1.2077 -6.8072  0.539
32 C 2.0799 2.5078 -7.2039  -1.139
33 P 1.7454 -0.1585 -6.8971  0.196
34 O 1.0482 -0.4538 -8.1332  -0.902
35 N 2.6854 -1.4633 -6.4581  0.564
36 C 3.2469 -2.4009 -7.3957  -1.182
37 C 3.1277 -1.6757 -5.0885  -0.511
38 N 0.6823 0.0194 -5.6114  0.561
39 C 0.9115 0.7145 -4.2763  -0.362
40 C -0.3576 -0.9417 -5.4850  -1.438
41 H 4.5422 0.1346 -7.1302  0.235
42 H 4.6474 1.8197 -7.5594  0.355
43 H 3.7877 0.6431 -8.6906  0.315
44 H 1.0275 2.6034 -6.9717  0.317
45 H 2.0135 2.6283 -8.3012  0.398
46 H 2.6861 3.3725 -6.7650  0.304
47 H 3.1299 -1.9991 -8.3980  0.337
48 H 4.2574 -2.6216 -7.2130  0.402
49 H 2.8126 -3.3757 -7.3113  0.334
50 H 2.6631 -2.6585 -4.8200  0.280
51 H 4.1822 -1.7567 -5.0347  0.510
52 H 2.7211 -0.8316 -4.5293  -0.422
53 H 1.8285 1.3253 -4.1508  -0.332
54 H 0.1093 1.4416 -4.0705  -0.024
55 H 0.7752 0.0002 -3.3940  0.119
56 H -0.2551 -1.7184 -6.3133  0.542
57 H -1.3310 -0.5431 -5.7570  0.281
58 H -0.4141 -1.3655 -4.4970  0.453
59 C 1.2015 2.8615 2.4945  -0.446
60 N 0.9844 3.1952 3.8665  1.399
61 C -0.2167 2.7054 4.4116  -0.819
62 P 2.1722 4.0706 4.6296  0.250
63 O 3.6111 3.7442 4.2982  -1.010
64 N 1.8467 5.6424 4.2509  0.502
65 C 0.5000 6.1405 4.0326  -0.913
66 C 2.9474 6.6256 4.3015  -1.163
67 N 1.8724 3.8337 6.2405  0.127
68 C 2.1980 2.4437 6.7049  -0.985
69 C 2.6031 4.7336 7.0795  -0.898
70 H 2.2934 2.9572 2.2764  -0.321
71 H 0.7109 3.5280 1.7868  0.457
72 H 0.8654 1.8501 2.2941  -0.483
73 H -1.0314 3.2142 3.9698  0.417
74 H -0.2234 3.0340 5.4198  0.808
75 H -0.3025 1.5663 4.3423  -0.563
76 H -0.2658 5.3225 3.9775  0.099
77 H 0.1997 6.8810 4.8597  0.257
78 H 0.4554 6.6763 3.0924  0.386
79 H 3.1975 7.0665 3.3583  0.264
80 H 2.5339 7.4804 4.8594  0.395
81 H 3.8192 6.2192 4.7429  0.338
82 H 3.2686 2.1667 6.5547  0.315
83 H 1.9843 2.3543 7.7577  0.488
84 H 1.5415 1.7439 6.2071  0.110
85 H 2.2249 4.6089 8.0861  0.403
86 H 2.3799 5.7570 6.7626  0.324
87 H 3.7113 4.5613 6.9790  0.285
88 C 6.0441 1.5442 1.9599  -1.029
89 N 5.2449 2.0856 0.9059  0.708
90 C 5.0008 3.5375 1.0345  -0.727
91 P 4.4802 1.3287 -0.3557  -0.334
92 O 3.1155 1.8663 -0.7502  0.617
93 N 5.4726 1.5828 -1.6864  0.527
94 C 6.9008 1.9456 -1.7184  -1.222
95 C 4.9069 1.5134 -3.0070  -0.862
96 N 4.6201 -0.3126 0.0354  -0.124
97 C 4.2637 -1.2165 -1.0868  -0.822
98 C 3.6750 -0.5662 1.2326  -1.071
99 H 7.0159 2.0472 1.9463  0.376
100 H 6.1562 0.4429 1.8495  0.327
101 H 5.5535 1.8428 2.8794  0.105
102 H 4.1450 3.8042 0.3895  -0.234
103 H 5.8393 4.0691 0.6550  0.240
104 H 4.8027 3.6833 2.0765  0.330
105 H 6.9650 2.9057 -2.1607  0.380
106 H 7.3348 1.9335 -0.6982  0.265
107 H 7.4004 1.1632 -2.2694  0.418
108 H 4.4242 0.5760 -3.2032  0.094
109 H 4.1046 2.1996 -3.3869  -0.103
110 H 5.6929 1.5891 -3.7549  0.525
111 H 3.3453 -0.8816 -1.6484  0.012
112 H 5.0205 -1.1867 -1.8275  0.393
113 H 4.0705 -2.2193 -0.7160  0.418
114 H 3.9438 0.0696 2.0912  0.340
115 H 3.9520 -1.5926 1.5690  0.353
116 H 2.6057 -0.4720 1.0802  0.036
117 C -3.2272 -3.3049 1.2578  0.245
118 N -4.0827 -4.3047 1.9358  0.990
119 C -4.3534 -5.4718 1.1620  -0.862
120 P -4.9024 -4.0846 3.3534  0.206
121 O -5.7979 -5.2219 3.5143  -0.920
122 N -3.8990 -3.9437 4.6970  0.337
123 C -3.6048 -5.0633 5.6431  -1.028
124 C -2.9043 -2.8410 4.7197  0.410
125 N -5.5146 -2.5538 3.2342  0.609
126 C -6.3899 -2.5340 1.9957  -1.211
127 C -6.0779 -1.8841 4.4220  -1.143
128 H -2.2333 -3.5279 1.3566  -0.216
129 H -3.4453 -2.3790 1.8202  -0.048
130 H -3.5296 -3.1213 0.1820  -0.241
131 H -4.4401 -5.2326 0.0824  0.174
132 H -5.2168 -5.9539 1.5286  0.452
133 H -3.5200 -6.2228 1.2121  -0.054
134 H -3.5855 -4.6808 6.6992  0.290
135 H -4.4595 -5.7587 5.6047  0.360
136 H -2.6993 -5.5824 5.3748  0.269
137 H -2.7097 -2.5440 5.7877  0.488
138 H -1.8845 -3.2099 4.4845  -0.387
139 H -3.1274 -1.9419 4.0874  -0.431
140 H -7.3793 -2.9607 2.1102  0.292
141 H -6.4058 -1.4773 1.6992  0.339
142 H -5.8692 -2.9880 1.1831  0.324
143 H -6.9179 -2.4269 4.7326  0.398
144 H -6.3427 -0.8217 4.1277  0.276
145 H -5.3342 -1.9158 5.2124  0.335
146 C 0.4124 3.5843 -1.7408  0.033
147 N 0.0738 4.9699 -1.4292  0.537
148 C -1.1571 5.2891 -0.6299  -1.291
149 P 0.5575 6.3012 -2.2839  0.557
150 O -0.0135 7.5312 -1.6366  -0.941
151 N 2.2230 6.1102 -2.3704  0.774
152 C 2.9997 6.9618 -3.2596  -1.194
153 C 2.9868 5.7078 -1.2207  -1.051
154 N 0.1087 6.1056 -3.8895  0.575
155 C -0.3523 7.3510 -4.5630  -1.235
156 C 0.7799 5.1152 -4.7617  -1.128
157 H 1.3366 3.6159 -2.3025  0.140
158 H -0.3815 3.1493 -2.3191  -0.202
159 H 0.6167 2.9345 -0.8825  -0.416
160 H -1.1761 4.7015 0.2832  0.135
161 H -2.0470 5.0877 -1.1707  0.429
162 H -1.2374 6.3394 -0.3482  0.507
163 H 2.3681 7.3625 -3.9974  0.387
164 H 3.4175 7.8249 -2.6602  0.244
165 H 3.7840 6.3469 -3.6490  0.328
166 H 2.3170 5.3587 -0.4000  -0.023
167 H 3.7571 4.8841 -1.4524  0.279
168 H 3.4588 6.6161 -0.7294  0.447
169 H 0.3151 7.8232 -5.2378  0.399
170 H -1.2376 7.2411 -5.2819  0.262
171 H -0.6590 8.0225 -3.7516  0.420
172 H 0.1620 4.9848 -5.6386  0.517
173 H 0.7038 4.1371 -4.3286  0.281
174 H 1.8242 5.3408 -5.0378  0.193
175 C -5.6922 -0.4328 -3.1449  -1.191
176 N -4.5833 0.0317 -2.2744  0.932
177 C -4.6128 -0.7886 -1.0754  -0.279
178 P -4.0104 1.5987 -2.1943  -0.514
179 O -2.7774 1.5567 -1.3493  -0.073
180 N -3.8981 2.0120 -3.8907  0.240
181 C -2.9664 1.2478 -4.7070  -1.068
182 C -3.7546 3.4267 -4.2697  -0.819
183 N -5.0722 2.6863 -1.4971  0.446
184 C -4.5475 3.8119 -0.7433  -0.797
185 C -6.3252 3.0786 -2.1066  -0.864
186 H -5.3661 -1.4407 -3.5293  -0.034
187 H -5.8328 0.2678 -3.9484  0.530
188 H -6.6342 -0.5157 -2.5744  0.324
189 H -5.5257 -0.7251 -0.4829  0.231
190 H -3.8081 -0.5872 -0.4053  -0.647
191 H -4.5762 -1.8669 -1.2667  0.302
192 H -2.1252 1.9553 -5.0283  0.232
193 H -2.5263 0.3641 -4.2386  0.272
194 H -3.3952 0.8407 -5.5889  0.452
195 H -4.0679 3.5382 -5.3290  0.334
196 H -4.4041 4.0647 -3.6142  0.261
197 H -2.7328 3.7725 -4.2795  0.042
198 H -5.0798 4.0679 0.1751  0.328
199 H -3.5243 3.5631 -0.4546  -0.193
200 H -4.6065 4.6225 -1.5059  0.479
201 H -6.9922 3.5949 -1.3973  0.353
202 H -6.9357 2.2221 -2.4926  0.225
203 H -6.1883 3.7250 -3.0363  0.289
204 C -0.1145 -0.7546 5.6871  0.218
205 C 0.1653 -2.2042 6.1001  0.498
206 C 1.2616 -2.9268 5.3574  -0.607
207 O -0.4213 -2.8321 6.9704  -0.613
208 H 0.7698 -0.1718 5.5824  0.060
209 H -0.8161 -0.2399 6.4288  0.375
210 H -0.6205 -0.6984 4.6715  -0.587
211 H 2.0624 -2.3371 4.9341  0.384
212 H 0.8510 -3.5868 4.5947  -0.285
213 H 1.7029 -3.6893 6.0470  0.410
214 C -4.1196 1.6201 2.1157  -0.510
215 C -3.5840 0.9122 3.2801  0.502
216 C -3.9876 1.3645 4.6716  -1.508
217 O -2.9574 -0.1042 3.0863  0.027
218 H -5.0955 2.0686 2.3153  0.573
219 H -4.2390 1.0011 1.2361  -0.272
220 H -3.3618 2.3571 1.8177  0.235
221 H -4.1911 2.4341 4.7146  0.430
222 H -3.2140 1.1254 5.3429  0.195
223 H -4.8992 0.7928 4.9371  0.270
224 C -2.0091 -4.9835 -2.8926  -1.017
225 C -2.9751 -3.9213 -3.2814  1.075
226 C -2.9252 -3.4431 -4.7427  -1.036
227 O -3.8345 -3.5255 -2.5668  -0.518
228 H -1.0889 -4.7607 -3.4099  0.337
229 H -2.3956 -5.9546 -3.2907  0.425
230 H -2.0023 -5.0129 -1.8125  0.041
231 H -3.7664 -2.7781 -4.9285  0.192
232 H -3.0255 -4.2708 -5.4129  0.498
233 H -2.0180 -2.9161 -5.0953  -0.007
234 Br 0.3893 -1.9660 -1.3981  -0.101
235 C 0.1885 -0.1992 -0.7440  1.303
236 C -0.6292 -0.2568 0.5466  -0.070
237 Br 0.2550 -1.1340 2.0030  0.338
238 H -0.4366 0.3095 -1.5091  -0.019
239 H 1.0974 0.3206 -0.6185  -0.664
240 H -1.5987 -0.8039 0.3599  -0.392
241 H -0.8878 0.7629 0.7894  0.243

Atoms 1-6, force components in eV/Å:
C -0.91 -0.73 -1.61
N -0.94 0.50 -0.58
C 0.05 0.87 1.71
P 0.92 0.10 0.44
O -0.09 -0.15 0.43
N -0.18 -0.64 -1.14



Number 1: HOMO energy -12.8 eV, gap between HOMO and LUMO 9.586 eV. Number 2: HOMO energy -8.1 eV, gap between HOMO and LUMO 8.383 eV.